1.
Formula: C34H31N4
Source: the OMol25 dataset
Level of theory: ωB97M-V/def2-TZVPD

Cartesian coordinates (Å):
1 H -4.76696 3.78997 6.06095
2 C -2.21103 5.86732 -0.25317
3 H 1.43932 2.93940 0.12986
4 C -1.52925 6.50283 -2.52849
5 H -2.43554 6.02244 -7.34142
6 C -5.75818 3.81512 5.60628
7 C -3.30614 9.05349 -5.81609
8 H 0.97309 1.02639 4.01407
9 C -4.25284 5.11614 -8.12510
10 C 1.39284 2.00895 2.12155
11 C -4.00206 6.92391 1.18235
12 C -1.26946 1.57778 1.52016
13 H -2.29197 9.39671 -5.57825
14 C -6.08097 4.89994 4.77723
15 H -4.71879 6.40316 -1.27359
16 C -1.80848 6.96637 -3.79762
17 H -5.42565 7.74876 2.58806
18 C 0.88443 2.42180 0.91230
19 C -4.19223 6.81250 -6.39205
20 H -2.31362 1.44585 1.23623
21 N -5.15463 5.96958 4.59182
22 C -2.27938 2.41757 -0.92714
23 C -4.18215 6.99118 -3.26300
24 H -1.87380 4.33797 1.87975
25 H -3.50497 9.20530 -6.88284
26 H -7.58209 5.82803 3.54408
27 H -1.22472 5.40890 -0.16318
28 N -0.44258 2.19088 0.59735
29 H -6.36840 7.64500 5.10173
30 N -3.38870 2.26273 -1.29550
31 C -3.90136 6.57500 -1.97101
32 C -2.55919 6.32743 -1.54966
33 H -4.59645 7.88762 5.24684
34 C 0.57737 1.36401 3.05988
35 C -4.65217 6.99665 2.40841
36 H -4.01917 9.65512 -5.23033
37 C -7.35296 4.97184 4.18294
38 C -5.59226 6.83908 -6.36093
39 H 2.44583 2.19723 2.31352
40 C -3.14528 7.20652 -4.19207
41 H -5.21137 7.16214 -3.58581
42 H -6.08946 7.53041 -5.67812
43 H -1.01723 7.11054 -4.53930
44 H -0.50118 6.26638 -2.24217
45 H -0.28933 3.11001 -1.31902
46 C -6.32009 5.96168 -7.16807
47 C -2.97575 5.95646 0.94328
48 C -4.38760 6.04512 3.41678
49 C -5.65233 5.09861 -8.04786
50 C -3.36048 5.09752 3.21290
51 H -9.27027 4.02781 3.93570
52 C -8.28857 3.96398 4.40779
53 C -6.69596 2.80559 5.82804
54 C -7.96294 2.88087 5.23621
55 H -7.40896 5.95213 -7.10154
56 H -3.12068 4.41103 4.02846
57 H -4.26317 7.62467 0.38924
58 C -5.41535 7.17281 5.37794
59 H -5.46984 6.87916 6.43433
60 H -6.43156 1.96149 6.46683
61 H -6.22368 4.41336 -8.67842
62 C -2.66884 5.07028 2.02249
63 C -0.76438 1.16077 2.73404
64 N -3.42513 7.62719 -5.51082
65 H -1.46753 0.67384 3.40287
66 C -0.96228 2.64959 -0.59464
67 H -8.70006 2.09615 5.42010
68 C -3.52510 5.97757 -7.30742
69 H -3.72464 4.45648 -8.81636

Computed properties:
gap between HOMO and LUMO	4.62	eV
net charge	+1
ΔE to the lowest compared entry with this formula, charge and spin	2.2098	eV
highest occupied orbital energy	-9.623	eV

Mulliken population analysis, charges in e, atoms 1 to 8: 0.412 -0.186 0.340 -1.061 0.396 -0.103 -0.970 0.407

=====

2.
Formula: C34H32AsF6GeMnN2
Source: the OMol25 dataset
Level of theory: ωB97M-V/def2-TZVPD

Cartesian coordinates (Å):
1 H 0.59592 2.11513 -4.86617
2 C 4.32079 0.29323 2.48483
3 H 3.59217 -0.41897 -2.60732
4 H -2.02691 2.59909 -1.18584
5 H -2.17864 0.01154 -4.71283
6 C 1.29176 1.54586 -1.07794
7 H -1.57119 4.37387 0.47119
8 C 3.91570 -0.52748 3.47450
9 C -3.56458 -0.15828 1.72371
10 N 1.53470 1.45430 0.19766
11 Ge -1.65037 -1.54093 0.07105
12 C -1.50210 -0.43608 -3.99511
13 H 1.45374 -2.11391 -3.86624
14 C -1.86149 -0.50757 -2.65547
15 C 0.77693 1.93517 -3.81172
16 C -0.84950 -4.25991 -0.13252
17 C -0.21416 2.26804 -2.87545
18 C -0.03805 2.05622 -1.54494
19 N 2.01812 0.01481 2.35162
20 H 1.81486 -1.19745 4.04070
21 H -0.66292 4.67016 -1.01119
22 H -6.87311 0.48077 1.44851
23 F -1.96963 2.29477 4.44569
24 H 4.85461 2.13597 -1.44423
25 F 1.20460 2.61041 3.26617
26 C 0.19506 -1.69041 -2.18449
27 C -0.44258 -3.29571 2.04873
28 C -0.87868 -3.16228 0.73039
29 H -2.81410 -0.09172 -2.33620
30 C -0.76156 4.00456 -0.15431
31 H -2.75228 -0.02429 2.43339
32 H -4.97804 0.82389 2.99955
33 H 5.72542 0.62913 -1.75771
34 F -0.87524 2.39320 2.23415
35 C 3.57619 0.37724 -1.85981
36 H -0.05397 -0.99114 -5.48485
37 H 5.32442 0.62001 2.25958
38 H 0.42896 -6.56229 1.99043
39 Mn 0.39210 0.95319 1.88420
40 H 0.35717 -4.63316 3.52344
41 F 0.28464 2.45148 5.57139
42 C 2.01465 1.38868 -3.41728
43 H -6.52943 -0.71069 -0.68801
44 C -1.02027 -1.12914 -1.73453
45 H -0.36663 -6.33790 -0.33664
46 C 0.54499 -1.63707 -3.52098
47 H 0.16346 4.04611 0.42160
48 As -0.38011 2.63541 4.05594
49 C 3.12590 0.65409 1.74152
50 H 4.97191 1.51795 -3.07617
51 C 2.47108 -0.65473 3.37278
52 H 3.55884 -0.13133 -0.89884
53 C -0.37777 -5.48242 0.32496
54 C 0.06631 -5.60727 1.63500
55 C 2.87594 1.37923 0.65090
56 C -0.30134 -1.00262 -4.43030
57 C -5.88843 0.11805 1.18628
58 C 2.31554 1.16336 -2.11786
59 C -4.82418 0.31506 2.05756
60 H -1.27424 1.90435 0.21042
61 H -1.19446 -4.17741 -1.15778
62 H 2.70881 1.07121 -4.18508
63 F -0.51448 4.28825 3.91108
64 C -0.43058 -0.16419 1.14682
65 C -3.36461 -0.81872 0.50924
66 H -4.30842 -1.53627 -1.30588
67 C -1.09073 2.57454 -0.62735
68 H -1.14237 2.70365 -3.22094
69 F -0.17316 0.74925 3.71268
70 H -0.51174 -2.46323 2.74435
71 H 3.63268 1.94076 0.12409
72 C -4.43684 -1.01568 -0.36143
73 C -5.69622 -0.54776 -0.01806
74 C 0.03495 -4.51822 2.49694
75 H 0.82884 -2.22957 -1.48636
76 H 4.51966 -1.00497 4.23040
77 C 4.85375 1.21873 -2.03556

Computed properties:
2S+1	2
gap between HOMO and LUMO (spin up / spin down)	4.12 / 4.07	eV
net charge	+3
ΔE to the lowest compared entry with this formula, charge and spin	0.0000	eV
highest occupied orbital energy (spin up / spin down)	-16.705 / -16.706	eV
<S²>	0.995

Mulliken population analysis, charges in e, atoms 1 to 8: 0.493 -1.070 0.556 0.770 0.517 0.168 0.439 -0.869

=====

3.
Formula: C34H32BiClF6N3O2Te
Source: the OMol25 dataset
Level of theory: ωB97M-V/def2-TZVPD

Cartesian coordinates (Å):
1 H -4.59756 1.04906 2.80255
2 H 4.10787 -2.12810 -2.94657
3 H 3.93363 -3.98852 0.32518
4 Bi 0.66636 -0.27165 -0.41160
5 H -1.03976 -0.42412 4.10290
6 C -3.31698 0.70509 1.10957
7 C -1.63784 -4.04990 1.92688
8 O -2.09418 0.27667 -0.87035
9 H 5.22736 -2.15439 -1.58199
10 Cl -7.27342 0.87763 1.85875
11 H 1.90937 0.44935 -2.99608
12 C 2.16962 3.37590 1.40388
13 C 3.55154 -2.96289 0.35972
14 C 5.29801 1.43971 -1.42184
15 C -5.69243 0.47484 -0.32752
16 H 6.70348 1.49382 0.21230
17 H 2.70411 -2.94471 1.04410
18 C -0.55934 -3.45415 2.54629
19 C 3.37569 -0.04496 -1.50122
20 N -0.94484 0.79971 1.76713
21 C -1.36131 -2.69765 -0.01208
22 C 2.86707 2.73392 -4.05265
23 H 6.80323 2.88606 -0.87190
24 H -4.47196 0.14995 -2.02930
25 C 3.50474 1.88138 -2.98745
26 C -5.73665 0.71726 1.04157
27 C 0.12066 -2.45690 1.85504
28 H 2.51473 1.33846 5.74119
29 C -4.48295 0.34211 -0.96956
30 F -0.31151 1.06194 -4.16981
31 C 3.15340 3.57500 2.40097
32 H 3.61927 3.18887 -4.69981
33 H 4.52615 -3.66241 -2.17187
34 C -2.05870 -3.69280 0.66263
35 C 1.96952 1.98423 3.75075
36 H 1.60568 -2.99891 -2.49439
37 C 3.12434 -2.49067 -1.03389
38 O -0.19847 -0.83965 -2.29826
39 C -0.21915 0.27782 4.01395
40 H -0.26662 -3.76575 3.54112
41 H 0.96427 -1.98003 2.34643
42 C -3.25336 0.43154 -0.27996
43 H -1.69349 -2.39855 -0.99994
44 F -2.31117 -5.02055 2.59139
45 C -0.07382 0.98218 2.84467
46 N 2.60727 -1.10452 -0.98985
47 H 0.57280 -0.17419 5.96806
48 H 3.77907 2.99808 4.36117
49 H -6.61228 0.39279 -0.89189
50 F -2.86157 -1.14990 -2.65268
51 H -2.91905 -4.18069 0.22272
52 F -1.69420 -0.72560 -4.60321
53 C 1.79084 1.23626 4.94101
54 H 5.26064 3.09948 -2.78634
55 H 2.40083 -4.41126 -1.76162
56 Te -1.55336 0.22492 -2.97193
57 C 4.73369 2.21746 -2.43327
58 C 0.71484 0.40593 5.06459
59 H -2.50236 1.20267 3.01772
60 C -0.25908 -2.07607 0.57215
61 C -2.18941 0.91209 2.00550
62 N 1.15741 2.56352 1.53250
63 C 6.63408 1.80904 -0.82991
64 H 2.23729 3.91424 0.46412
65 H 2.28501 3.53958 -3.59866
66 H 2.17525 2.15083 -4.65998
67 C -4.56486 0.84039 1.74053
68 C 4.61318 0.32763 -0.95758
69 H 5.02354 -0.24855 -0.13367
70 C 3.04997 2.87918 3.56741
71 C 4.32105 -2.60598 -1.98825
72 C 2.84824 0.74106 -2.53056
73 H 1.19807 -3.49690 -0.85284
74 H 4.33616 -2.31503 0.75691
75 H 7.45002 1.32596 -1.37394
76 F -3.00546 1.23826 -3.52899
77 C 2.01449 -3.40711 -1.56881
78 F -0.99657 1.87280 -2.15133
79 C 1.04205 1.86295 2.69293
80 H 3.96733 4.26570 2.22316

Computed properties:
gap between HOMO and LUMO	7.30	eV
net charge	-1
ΔE to the lowest compared entry with this formula, charge and spin	1.4774	eV
highest occupied orbital energy	-5.366	eV

Mulliken population analysis, charges in e, atoms 1 to 8: 0.382 0.389 0.424 1.887 0.571 1.073 0.279 0.171

=====

Question: The lowest net charge belongs to which entry?
Answer: C34H32BiClF6N3O2Te